Record 1
Density functional theory data (ωB97M-V with the def2-TZVPD basis set) for C28H21Cl5N7O4PRuS5 as an isolated structure.

**HOMO-LUMO gap (spin up / spin down)**: 6.6 / 7.1 eV

ORCA input file:
```
! wB97M-V def2-TZVPD RIJCOSX def2/J DEFGRID3
* xyz -1 2
Ru 0.390 1.154 -0.665
Cl 5.514 0.594 4.906
C 4.607 0.914 3.467
C 3.243 1.163 3.532
Cl 2.441 1.145 5.065
C 2.516 1.419 2.376
Cl 0.824 1.748 2.459
C 3.102 1.410 1.080
O 2.472 1.612 -0.024
C 4.502 1.167 1.063
Cl 5.256 1.156 -0.486
C 5.230 0.930 2.217
Cl 6.928 0.630 2.113
O 0.481 1.270 -4.829
S 0.303 1.349 -3.401
O -0.993 1.951 -3.000
O 1.428 2.004 -2.684
S 0.237 -0.474 -2.510
N -0.193 4.779 -2.963
N 0.358 4.550 -1.719
N 1.320 5.288 -1.242
C 1.426 4.812 -0.001
N 0.528 3.862 0.250
N -0.138 3.674 -0.878
H 0.569 4.948 -3.605
H -0.698 3.928 -3.210
H 2.150 5.168 0.714
S -1.981 -5.341 -1.713
C -0.835 -4.242 -1.240
S -1.144 -2.872 -0.227
C 0.541 -2.345 -0.347
N 1.240 -3.149 -1.070
N 0.493 -4.198 -1.554
C 1.180 -5.090 -2.443
C 1.930 -4.533 -3.467
C 2.635 -5.365 -4.322
C 2.591 -6.742 -4.150
C 1.836 -7.286 -3.120
C 1.128 -6.461 -2.259
S 1.209 -0.976 0.480
H 1.952 -3.456 -3.583
H 3.217 -4.935 -5.129
H 3.148 -7.388 -4.817
H 1.801 -8.359 -2.981
H 0.535 -6.874 -1.455
C -2.986 0.565 -0.994
P -1.794 0.772 0.365
C -2.302 -0.447 1.618
C -3.589 -0.978 1.594
C -3.980 -1.900 2.553
C -3.095 -2.295 3.548
C -1.813 -1.766 3.580
C -1.414 -0.850 2.615
C -2.343 2.336 1.143
C -2.770 3.385 0.328
C -3.145 4.599 0.884
C -3.081 4.785 2.258
C -2.659 3.747 3.075
C -2.296 2.526 2.523
H -3.978 0.909 -0.704
H -3.013 -0.491 -1.271
H -2.619 1.126 -1.851
H -4.290 -0.689 0.822
H -4.980 -2.314 2.521
H -3.405 -3.022 4.289
H -1.114 -2.069 4.349
H -0.404 -0.470 2.619
H -2.789 3.255 -0.746
H -3.477 5.402 0.237
H -3.361 5.737 2.694
H -2.604 3.884 4.148
H -1.976 1.721 3.173
*
```

Mulliken atomic charge list, values in e, 2 entries:
1. Ru 1.2785
2. Cl -0.2270



Record 2
Density functional theory data (ωB97M-V with the def2-TZVPD basis set) for a 2-piece molecular cluster, C5H12N2O overall.

**HOMO-LUMO gap**: 5.9 eV

ORCA input file:
```
! wB97M-V def2-TZVPD RIJCOSX def2/J DEFGRID3
* xyz 0 1
C 1.110 0.868 -0.914
O 2.215 1.367 -0.422
C 0.425 -0.143 0.160
C -0.909 -0.505 -0.200
C -2.113 0.080 0.251
C -2.133 1.173 1.080
N -3.291 -0.466 -0.255
N 3.360 -1.207 0.265
H 1.300 0.269 -1.834
H 0.374 1.634 -1.221
H 1.102 -0.987 0.312
H -0.932 -1.005 -1.168
H 0.381 0.455 1.070
H -3.097 1.610 1.290
H -1.195 1.610 1.369
H -3.232 -1.441 -0.456
H -4.148 -0.170 0.164
H 3.013 -0.264 0.245
H 3.685 -1.433 -0.656
H 4.087 -1.443 0.921
*
```

Mulliken atomic charge list, values in e, 2 entries:
1. C -0.4404
2. O -0.6902



Record 3
Density functional theory data (ωB97M-V with the def2-TZVPD basis set) for the molecule C3H7NO2.

**HOMO-LUMO gap**: 10.1 eV

ORCA input file:
```
! wB97M-V def2-TZVPD RIJCOSX def2/J DEFGRID3
* xyz 0 1
C -2.144 -0.050 -0.836
N -1.316 -0.077 0.336
C -0.055 -0.036 0.318
O 0.564 -0.066 1.517
O 0.757 0.037 -0.745
C 2.171 0.068 -0.527
H -2.800 0.826 -0.778
H -2.789 -0.937 -0.824
H -1.590 -0.022 -1.781
H -0.231 -0.114 2.080
H 2.460 0.931 0.078
H 2.620 0.147 -1.519
H 2.517 -0.848 -0.039
*
```

Mulliken atomic charge list, values in e, 2 entries:
1. C -0.7289
2. N -0.5595



Here are the calculated F_max numbers, same order: 3.042 3.692 0.551 (eV/A).
Here are the calculated relative energy (zero: lowest compared OMol25 entry of this formula, charge and spin) numbers, same order: 2.410 5.556 1.556 (eV).